Entry 1:
56
Properties=species:S:1:pos:R:3:forces:R:3:nbo_charge:R:1 method="wB97M-V/def2-TZVPD" de_lowest_kj_mol=2203.7
C -2.21401 4.97081 -4.10789 -2.860 0.374 -0.394 -0.622
C -2.11346 4.25328 -2.81054 -0.289 -2.594 -2.095 -0.060
H -2.90286 3.50770 -2.56582 0.425 0.466 -0.382 0.189
O -0.83411 3.58540 -2.83989 -3.829 5.070 -9.594 -0.456
C -0.46612 3.01869 -1.88420 5.247 -6.998 14.869 0.340
C -1.13991 3.06600 -0.47404 5.325 -2.615 -1.464 -0.280
C -0.68061 2.48720 0.71058 6.148 -2.019 -7.248 -0.212
C 0.65840 1.56325 0.48468 -5.270 7.228 -5.310 0.120
C 1.38123 1.59236 -0.69181 -1.471 0.126 0.722 -0.269
C 0.76354 2.29437 -1.75153 1.052 0.326 -1.638 -0.232
H 1.51457 2.21496 -2.52894 -0.734 0.619 -1.206 0.195
H 2.39694 1.04804 -0.72803 -2.268 1.281 -0.555 0.219
N 1.03090 0.95408 1.48383 3.967 -6.390 12.858 -0.621
S 2.79528 0.88198 2.02662 -0.440 7.399 -5.566 2.247
O 3.38378 2.10102 1.28876 -1.402 -3.353 3.065 -0.925
O 2.98016 0.74957 3.42434 -0.094 -0.955 0.479 -0.857
C 3.25072 -0.33796 0.98801 4.159 -5.019 -2.084 -0.587
C 4.21292 -0.36620 -0.00554 -2.513 -3.777 0.662 0.439
O 4.48524 -1.89243 -0.37807 -0.068 5.231 0.277 -0.305
N 3.83950 -2.52586 0.59555 6.850 -9.771 -7.589 -0.123
C 3.23540 -1.82673 1.24303 -10.265 9.208 13.326 0.244
C 2.47461 -2.32448 2.61662 -1.179 -7.486 -10.041 -0.603
H 2.59278 -1.85292 3.43723 1.750 3.120 5.654 0.191
H 1.33801 -2.31995 2.37596 1.833 -0.206 0.380 0.216
H 2.86780 -3.63219 2.48263 -1.448 4.187 1.308 0.236
C 4.83832 0.55610 -0.81228 4.684 4.709 1.592 -0.766
H 4.56474 1.69592 -0.43486 1.224 -2.945 -0.068 0.312
H 6.03242 0.31720 -0.79118 -2.835 0.938 -0.217 0.269
H 4.52832 0.75520 -1.76537 -0.881 -0.774 -2.940 0.267
C 0.19584 0.67136 2.85761 4.249 -7.677 -6.481 -0.256
H -0.05063 1.45794 3.28606 -2.677 7.269 3.744 0.194
H 0.94539 0.14104 3.44748 -0.348 0.169 0.220 0.234
C -0.92743 -0.32399 2.55309 2.429 2.354 -2.723 0.665
O -1.92834 -0.23011 3.16040 -3.073 -0.573 2.592 -0.585
N -0.74392 -0.97807 1.37753 1.415 -2.236 -0.468 -0.645
C -1.50994 -2.14934 0.96778 -0.292 3.108 -3.068 0.188
C -1.11656 -2.69449 -0.49535 5.605 9.022 10.869 -0.217
C -2.01084 -3.47383 -0.72040 -0.916 -8.960 -13.643 -0.166
C -3.11959 -3.96399 -0.37067 -6.018 0.645 6.154 -0.054
C -3.43287 -3.31869 0.92020 -7.621 -6.937 -4.621 -0.187
C -2.94593 -2.31740 1.49283 9.577 5.871 4.325 -0.270
H -3.05143 -1.78337 2.55109 -0.675 -1.338 -2.759 0.289
H -4.46083 -3.52780 1.22168 -0.094 -0.549 0.356 0.194
C -4.03492 -4.87914 -1.10469 -0.701 -3.733 0.843 -0.643
H -3.68062 -5.04255 -2.15987 -0.845 0.654 0.842 0.237
H -5.19634 -4.90643 -0.90986 2.287 1.149 -0.729 0.241
H -3.86310 -5.95574 -0.66886 0.072 1.571 -0.624 0.220
H -1.79051 -3.99639 -1.91860 -0.241 1.144 2.505 0.115
H -0.14859 -2.43387 -0.83517 0.411 -0.061 -0.803 0.233
H 0.22704 -0.78652 0.95259 -2.228 -0.708 0.754 0.431
H -1.19664 2.21317 1.51673 -2.349 -0.276 3.102 0.192
H -2.04629 3.39103 -0.40775 -5.468 2.459 0.150 0.178
H -2.03527 4.93000 -2.08694 0.025 2.713 3.433 0.177
H -3.19650 5.59740 -4.18163 1.806 -0.936 0.409 0.219
H -2.34177 4.20872 -4.87362 0.623 0.338 -0.500 0.221
H -1.35393 5.61663 -4.15948 0.226 0.139 -0.680 0.226


Entry 2:
56
Properties=species:S:1:pos:R:3:forces:R:3:nbo_charge:R:1 method="wB97M-V/def2-TZVPD" de_lowest_kj_mol=377.1 smiles="CCCCCOc1ccc(C(=O)Nc2ccc(S(=O)(=O)Nc3cc(C)on3)cc2)cc1"
C -9.38990 -2.35808 -1.19266 0.012 0.252 0.092 -0.599
C -8.57638 -1.10519 -0.89020 0.136 -0.308 -0.064 -0.395
C -7.08142 -1.34918 -1.08729 -0.096 0.356 -0.002 -0.392
C -6.23137 -0.09137 -0.91557 0.099 -0.059 0.267 -0.424
C -6.24641 0.44151 0.51965 -0.236 -0.298 -0.308 -0.064
O -5.34741 1.51824 0.70439 0.204 0.253 0.041 -0.485
C -4.02156 1.28635 0.83983 0.279 0.062 0.062 0.324
C -3.22435 2.42738 0.98726 -0.183 -0.116 -0.038 -0.259
C -1.86576 2.31421 1.15787 0.083 -0.151 -0.016 -0.133
C -1.24764 1.06234 1.16404 -0.322 0.013 0.049 -0.190
C -2.04207 -0.07102 1.02991 0.241 0.253 0.025 -0.180
C -3.41207 0.03342 0.87208 -0.426 -0.040 -0.055 -0.273
H -3.99268 -0.87147 0.78620 -0.089 -0.052 -0.019 0.212
H -1.60887 -1.06026 1.08685 0.034 -0.073 0.007 0.207
C 0.22278 1.01473 1.37751 -0.016 -0.140 -0.087 0.673
O 0.81262 1.86043 2.01403 0.073 0.118 0.025 -0.592
N 0.83329 -0.05961 0.77335 -0.282 -0.240 -0.207 -0.596
C 2.16801 -0.44451 0.81153 0.469 -0.037 0.122 0.169
C 3.12604 0.21994 1.57985 -0.067 0.098 0.100 -0.205
C 4.43207 -0.23138 1.59071 -0.019 -0.089 0.052 -0.140
C 4.77879 -1.33534 0.83796 0.619 -0.211 0.108 -0.375
C 3.84738 -2.00480 0.06810 -0.149 -0.068 -0.063 -0.160
C 2.54114 -1.56040 0.05475 0.068 0.055 0.030 -0.247
H 1.80018 -2.07662 -0.53964 -0.058 -0.064 -0.054 0.208
H 4.15730 -2.87043 -0.49482 -0.067 -0.119 -0.110 0.241
S 6.44877 -1.93171 0.83643 0.346 -0.165 -0.375 2.315
O 6.47437 -3.34650 0.60389 -0.222 0.066 -0.246 -0.940
O 7.18980 -1.41014 1.94218 -0.357 0.310 -0.065 -0.911
N 7.06162 -1.28376 -0.61733 -0.492 -0.710 0.707 -0.847
C 7.33813 0.05330 -0.69246 0.146 1.571 -0.084 0.305
N 6.65351 0.93822 -0.01031 -0.315 -0.889 0.185 -0.193
O 7.15607 2.16159 -0.33666 0.539 0.602 -0.340 -0.272
C 8.15079 2.01907 -1.22484 0.080 -0.730 -0.191 0.352
C 8.32063 0.69457 -1.50041 -0.226 0.381 0.210 -0.391
H 9.02299 0.23378 -2.16171 0.209 -0.030 -0.176 0.231
C 8.84672 3.23651 -1.70764 -0.194 -0.011 0.201 -0.660
H 9.37176 3.71613 -0.88302 0.063 0.048 0.005 0.238
H 8.12344 3.94745 -2.10225 0.004 0.058 -0.068 0.237
H 9.55980 2.97308 -2.48251 0.027 0.009 -0.032 0.231
H 7.70210 -1.89646 -1.09651 -0.025 -0.223 0.115 0.423
H 5.19369 0.26124 2.17037 0.018 0.137 0.086 0.254
H 2.83658 1.08205 2.15681 0.034 -0.011 0.003 0.255
H 0.24328 -0.64116 0.19452 0.071 0.200 0.105 0.400
H -1.25090 3.19150 1.28715 0.041 0.088 0.029 0.236
H -3.70847 3.39075 0.97369 -0.049 0.122 -0.007 0.228
H -7.22448 0.86744 0.75481 0.109 -0.120 0.045 0.198
H -6.03940 -0.36416 1.23482 -0.025 0.065 0.000 0.170
H -6.59044 0.69375 -1.58360 0.041 0.043 -0.033 0.207
H -5.19927 -0.31388 -1.19684 -0.004 0.064 -0.022 0.210
H -6.74557 -2.11453 -0.38288 0.039 -0.110 -0.016 0.193
H -6.92079 -1.73798 -2.09551 0.022 -0.091 0.015 0.206
H -8.76811 -0.79508 0.13824 -0.049 0.105 0.021 0.193
H -8.89823 -0.29621 -1.54933 -0.006 0.107 0.039 0.196
H -10.45038 -2.17017 -1.04438 -0.123 -0.077 -0.010 0.210
H -9.09161 -3.17396 -0.53787 -0.002 -0.128 0.045 0.201
H -9.23813 -2.67361 -2.22256 -0.006 -0.073 -0.103 0.202


Entry 3:
58
Properties=species:S:1:pos:R:3:forces:R:3:nbo_charge:R:1 method="wB97M-V/def2-TZVPD" de_lowest_kj_mol=0.0 smiles="CCOc1ccc(NC(=O)CN2C(=O)CSc3ccc(S(=O)(=O)N4CCOCC4)cc32)cc1"
C 5.31122 4.20278 -0.47062 -0.281 -0.334 0.137 -0.617
H 4.61372 4.90537 -0.91809 -0.031 0.086 -0.067 0.214
H 5.65060 4.60903 0.47813 0.069 0.057 0.067 0.215
H 6.16423 4.07623 -1.13089 0.094 0.009 -0.069 0.214
C 4.62758 2.86327 -0.24677 0.284 0.044 -0.200 -0.063
H 4.27990 2.44980 -1.20361 0.021 -0.029 0.130 0.171
O 3.52718 3.08224 0.61631 -0.060 0.181 0.086 -0.497
C 2.75711 2.02823 0.98438 -0.200 -0.199 0.089 0.286
C 2.94005 0.71407 0.56667 0.187 0.392 -0.053 -0.255
C 2.09036 -0.28751 1.00484 -0.142 -0.119 0.149 -0.228
C 1.04035 0.00851 1.86122 0.273 0.065 -0.253 0.107
C 0.85655 1.32302 2.28671 0.091 -0.088 -0.101 -0.210
C 1.70294 2.31829 1.85526 0.203 0.018 -0.125 -0.241
H 1.57053 3.33815 2.17868 -0.025 0.129 0.046 0.227
H 0.04424 1.56310 2.95832 -0.120 0.028 0.072 0.211
N 0.13850 -0.96544 2.32240 -0.031 0.128 0.368 -0.602
C -0.13919 -2.16811 1.76686 -0.379 -0.047 0.383 0.680
O 0.46591 -2.67341 0.84740 0.174 -0.212 -0.186 -0.614
C -1.34670 -2.85418 2.41262 0.162 -0.290 -0.026 -0.325
N -2.44573 -1.92088 2.60205 0.262 -0.214 -0.124 -0.466
C -3.02832 -1.86119 3.83754 -0.342 0.156 0.342 0.676
O -2.63576 -2.52269 4.77224 -0.052 -0.104 0.185 -0.589
C -4.18541 -0.89712 3.94305 0.040 0.316 -0.049 -0.619
H -4.51679 -0.83198 4.97713 0.073 -0.089 -0.070 0.264
H -5.01407 -1.18894 3.29567 0.013 -0.053 0.049 0.243
S -3.60824 0.74643 3.42813 0.079 -0.191 0.008 0.292
C -3.18294 0.26460 1.78722 -0.049 -0.179 0.219 -0.211
C -3.29263 1.18352 0.75074 0.066 -0.175 -0.099 -0.224
C -2.97698 0.81232 -0.54138 -0.063 0.104 0.005 -0.122
C -2.59665 -0.49378 -0.78652 0.112 -0.242 -0.326 -0.327
C -2.48151 -1.41817 0.22884 -0.119 -0.147 0.006 -0.248
C -2.74166 -1.04479 1.54598 -0.271 0.588 -0.408 0.207
H -2.18633 -2.42115 -0.03125 0.097 -0.177 0.052 0.261
S -2.16137 -0.96737 -2.45773 0.148 0.418 0.438 2.322
O -3.04523 -0.30116 -3.36858 0.063 0.265 0.026 -0.940
O -2.07111 -2.39860 -2.51350 0.170 0.015 0.244 -0.939
N -0.66758 -0.21904 -2.55051 -0.963 -0.301 -0.088 -0.678
C -0.35863 0.45166 -3.79912 -0.046 0.017 -0.655 -0.258
H -1.27945 0.90550 -4.16276 0.166 0.140 -0.124 0.240
C 0.19010 -0.54548 -4.82259 -0.138 0.295 0.025 -0.087
O 1.31331 -1.22714 -4.31138 0.185 0.065 -0.055 -0.525
C 0.98196 -1.94185 -3.13795 -0.072 -0.035 0.306 -0.092
H 1.89911 -2.43015 -2.80677 -0.080 -0.022 0.044 0.197
C 0.44696 -1.00417 -2.05320 0.375 -0.491 0.054 -0.273
H 0.11384 -1.58228 -1.19323 0.209 -0.004 0.108 0.247
H 1.22700 -0.30467 -1.73584 -0.088 -0.063 0.032 0.209
H 0.21753 -2.69903 -3.35919 0.135 0.025 0.006 0.188
H 0.52720 -0.03454 -5.72623 -0.116 -0.022 0.022 0.197
H -0.60515 -1.26297 -5.07696 0.065 0.044 -0.059 0.171
H 0.38472 1.22674 -3.58733 -0.065 -0.049 0.011 0.203
H -3.04493 1.50367 -1.36409 -0.028 0.187 -0.071 0.234
H -3.61784 2.18603 0.97979 -0.086 0.121 -0.042 0.230
H -1.64347 -3.70054 1.78734 0.128 0.117 0.020 0.228
H -1.08049 -3.23552 3.40462 -0.030 0.045 -0.218 0.275
H -0.44684 -0.65855 3.08804 -0.042 -0.155 -0.126 0.404
H 2.24362 -1.30116 0.67605 0.005 -0.047 -0.004 0.249
H 3.74634 0.44966 -0.09861 0.091 0.010 -0.066 0.216
H 5.32836 2.15136 0.21050 -0.120 0.013 -0.062 0.172